Here is a single C5H11BO molecule in a non-equilibrium geometry from OMol25. Energies are from ωB97M-V/def2-TZVPD.

Geometry as XYZ:
```
18
C5H11BO ωB97M-V/def2-TZVPD
C -2.074 -0.296 -0.574
B -1.617 0.475 0.686
O -0.369 0.790 1.074
C 0.772 0.607 0.186
C 1.300 1.921 -0.232
C 1.253 -0.580 -0.134
C 0.891 -1.890 0.468
H -2.965 -0.040 -1.207
H -2.064 -1.369 -0.643
H -1.415 0.006 -1.329
H -2.388 0.819 1.454
H 0.714 2.566 -0.847
H 2.229 1.845 -0.637
H 1.429 2.450 0.683
H 2.065 -0.656 -0.676
H 1.629 -2.598 0.265
H 0.673 -1.835 1.480
H -0.061 -2.213 -0.015
```

The value obtained for the max |F| is 4.99 eV/A. The value obtained for the LUMO energy is 0.83 eV. As for the structure (SMILES): CBO/C(C)=C\C.

Here is a single C6H10 molecule from OMol25. Energies are from ωB97M-V/def2-TZVPD.

Geometry as XYZ:
```
16
C6H10 ωB97M-V/def2-TZVPD
C 2.222 0.119 0.093
C 0.729 0.117 -0.034
C -0.048 1.174 -0.260
C -1.520 0.855 -0.200
C -1.546 -0.647 0.189
C -0.093 -1.153 0.044
H 2.700 -0.431 -0.727
H 2.612 1.142 0.096
H 2.536 -0.362 1.028
H 0.327 2.178 -0.449
H -2.011 1.468 0.566
H -2.048 1.060 -1.141
H -1.866 -0.747 1.232
H -2.247 -1.227 -0.418
H 0.049 -1.727 -0.884
H 0.204 -1.819 0.865
```

The value obtained for the max |F| is 0.22 eV/A. The value obtained for the LUMO energy is 1.15 eV. As for the structure (SMILES): CC1=CCCC1.